(1)
Entry from the Open Molecules 2025 dataset: C36H40N9O3Ti as an isolated structure at a distorted geometry (ωB97M-V with the def2-TZVPD basis set).

LUMO energy (alpha / beta), eV: -2.6 / -2.6
Highest occupied orbital energy (alpha / beta), eV: -8.5 / -10.1
Kohn-Sham gap (alpha / beta), Eh: 0.21789 / 0.27838
F_max, Eh/bohr: 0.03023

The geometry in ORCA input format:
```
! wB97M-V def2-TZVPD RIJCOSX def2/J DEFGRID3
* xyz 1 3
Ti 0.46504 1.06626 -0.86076
C -3.14423 1.37790 3.34258
O -3.91279 0.31470 2.76104
C -3.64605 -0.94279 3.22650
C -4.69511 -1.62458 3.83167
C -4.52351 -2.90427 4.32560
C -3.28230 -3.52341 4.21600
C -2.24793 -2.86462 3.58010
C -2.41586 -1.57964 3.06064
N -1.28141 -0.98214 2.43045
C -1.17596 -0.43872 1.18891
N -2.28666 -0.25174 0.47899
C -2.50140 0.49278 -0.73917
C -1.52938 1.25792 -1.38580
C -1.98208 1.98794 -2.50555
C -3.28632 1.93632 -2.95858
C -4.22209 1.13400 -2.30834
C -3.82487 0.41657 -1.19587
O -4.66524 -0.35258 -0.44137
C -5.85133 -0.84911 -1.05900
N 0.01621 -0.18080 0.66899
C 1.19336 -0.10413 1.47486
C 2.28026 -0.90738 1.15654
C 3.49729 -0.80675 1.82593
C 3.61451 0.09824 2.86118
C 2.53319 0.89958 3.22658
C 1.32405 0.81478 2.54350
O 0.24651 1.56046 2.84035
C 0.38629 2.61101 3.79239
H -3.55493 2.30091 2.94150
H -2.08978 1.30054 3.08447
H -3.25989 1.36581 4.42874
H -5.64058 -1.10345 3.91815
H -5.35180 -3.41227 4.80287
H -3.12507 -4.51945 4.60941
H -1.28561 -3.35246 3.46111
H -0.39403 -1.29398 2.79419
H -3.14566 -0.55675 0.90994
H -1.28015 2.61687 -3.04415
H -3.59359 2.51559 -3.82198
H -5.24233 1.09002 -2.66086
H -6.38991 -1.39893 -0.29387
H -5.59983 -1.51195 -1.88768
H -6.48570 -0.03968 -1.41651
H 2.14938 -1.64457 0.37528
H 4.32724 -1.44389 1.54835
H 4.54753 0.18558 3.40770
H 2.64110 1.58989 4.05040
H -0.56608 3.13166 3.80983
H 1.17147 3.30750 3.49113
H 0.60684 2.21881 4.78550
C 0.18843 -0.27858 -3.77247
N 0.75534 -0.63466 -2.42383
C 0.03793 -1.88430 -1.98522
N 0.16456 -2.97085 -2.93865
C -0.37623 -2.53135 -4.23169
N 0.33263 -1.35143 -4.74001
C 1.74981 -1.69006 -4.88387
N 2.34067 -2.10930 -3.60401
C 2.18517 -1.01623 -2.66337
C 1.58795 -3.27128 -3.11344
H 0.70856 0.61289 -4.12209
H -0.86193 -0.04415 -3.63629
H -1.00960 -1.62083 -1.85053
H 0.44513 -2.18975 -1.02569
H -1.43214 -2.28831 -4.11314
H -0.28102 -3.34267 -4.95349
H 2.29062 -0.81887 -5.25590
H 1.85224 -2.49871 -5.60710
H 2.69468 -0.13998 -3.05611
H 2.63166 -1.28715 -1.70704
H 2.00641 -3.59097 -2.15831
H 1.69508 -4.08641 -3.82897
N 1.96686 2.05916 -1.84740
C 3.01791 2.10377 -1.38205
C 4.32387 2.17443 -0.75808
C 4.43555 2.72220 0.51253
C 5.68126 2.76216 1.11846
C 6.79115 2.26429 0.44886
C 6.66824 1.71808 -0.82260
C 5.42481 1.66389 -1.43111
H 3.55648 3.10280 1.01530
H 5.78588 3.18686 2.10863
H 7.76416 2.30176 0.92184
H 7.53729 1.33232 -1.33895
H 5.30981 1.23565 -2.41827
N -0.42844 3.89356 0.44108
C -0.00581 2.84688 0.10974
H -1.05578 4.66360 0.32135
*
```

Results of the Mulliken charge analysis, in e, for atoms 1 through 2: -1.284 -0.168

=====

(2)
Entry from the Open Molecules 2025 dataset: C36H41AlN9S as an isolated structure (ωB97M-V with the def2-TZVPD basis set).

LUMO energy, eV: 2.2
Highest occupied orbital energy, eV: -2.7
Kohn-Sham gap, Eh: 0.18298
F_max, Eh/bohr: 0.01254

The geometry in ORCA input format:
```
! wB97M-V def2-TZVPD RIJCOSX def2/J DEFGRID3
* xyz -1 1
Al 0.25686 0.42465 -0.81001
C -0.43112 -3.66352 -6.02709
C -0.72921 -2.84771 -4.79205
C -1.74416 -1.89296 -4.76962
C -1.99471 -1.14443 -3.63725
C -1.27878 -1.32469 -2.44474
N -1.49747 -0.53901 -1.30451
C -2.78490 -0.35452 -0.87489
C -3.81512 -1.28950 -1.12867
C -5.09847 -1.14998 -0.64317
C -5.45621 -0.07129 0.16143
C -6.84338 0.07850 0.74213
C -4.46492 0.84917 0.43577
C -3.17705 0.73839 -0.07004
N -2.27036 1.80391 0.24952
C -2.59313 3.06761 0.59328
C -1.42676 3.75807 0.83005
C -0.40659 2.83351 0.58491
N -0.93261 1.65819 0.23124
C -0.24476 -2.27307 -2.49187
C 0.02182 -3.00680 -3.64105
N 0.54838 -2.51074 -1.32646
C 1.17423 -3.64279 -0.93548
C 1.74927 -3.38966 0.28771
C 1.43128 -2.05332 0.57490
N 0.69282 -1.54310 -0.39646
H -1.22878 -3.55771 -6.76439
H -0.33517 -4.72400 -5.78307
H 0.50434 -3.34900 -6.49988
H -2.32681 -1.70965 -5.66735
H -2.75278 -0.36996 -3.65614
H -3.57028 -2.16619 -1.71293
H -5.83673 -1.91144 -0.87468
H -7.51767 -0.67402 0.33001
H -7.26718 1.06279 0.52286
H -6.83833 -0.04239 1.82969
H -4.70676 1.68272 1.08854
H -3.61717 3.39955 0.62686
H -1.33059 4.79571 1.10967
H 0.67551 2.91281 0.59105
H 0.86077 -3.69670 -3.64363
H 1.15613 -4.53735 -1.53695
H 2.33443 -4.07153 0.88420
H 1.70645 -1.43086 1.41457
C -2.22670 1.63825 4.35122
N -1.93000 0.21550 4.43121
C -1.55844 -0.33104 5.73044
C -1.77574 -0.50541 3.32026
N -1.70369 -1.18660 2.38175
H -1.32943 2.24555 4.48121
H -2.94465 1.89758 5.13105
H -2.65949 1.86968 3.38075
H -2.41425 -0.30170 6.40842
H -0.74412 0.24188 6.17346
H -1.23563 -1.36152 5.61674
C 2.21195 2.44212 3.27058
C 2.22348 1.02140 2.69201
C 2.28347 -0.00006 3.83544
C 3.35019 0.85231 1.69559
C 4.65452 0.80061 2.17329
C 5.74904 0.66776 1.32750
C 5.48874 0.56922 -0.03837
C 4.20981 0.60409 -0.57556
C 4.09898 0.51657 -2.09245
C 3.61246 1.84217 -2.69366
C 3.26033 -0.65028 -2.62694
C 3.04611 0.78641 0.27256
N 1.82078 0.87910 -0.21922
H 1.37826 2.59568 3.96822
H 2.13936 3.18677 2.47406
H 3.14380 2.63278 3.81300
H 1.29522 0.87042 2.13880
H 3.02812 0.28705 4.58718
H 2.56243 -0.99111 3.46602
H 1.31760 -0.08329 4.34038
H 4.82610 0.87482 3.24772
H 6.76034 0.63637 1.71526
H 6.32675 0.44522 -0.72012
H 5.11731 0.34124 -2.45010
H 2.60770 2.06364 -2.32303
H 3.57596 1.79376 -3.79055
H 4.28013 2.65905 -2.40418
H 2.20499 -0.47397 -2.44962
H 3.54431 -1.59016 -2.13931
H 3.41066 -0.76109 -3.70727
S -1.19928 3.18273 -4.15988
C -0.46023 2.11452 -3.19385
N 0.05844 1.33435 -2.49597
*
```

Results of the Mulliken charge analysis, in e, for atoms 1 through 2: -2.322 -1.582

=====

(3)
Entry from the Open Molecules 2025 dataset: C36H41FI2N3OReSb2 as an isolated structure at a distorted geometry (ωB97M-V with the def2-TZVPD basis set).

LUMO energy (alpha / beta), eV: -5.2 / -4.7
Highest occupied orbital energy (alpha / beta), eV: -10.1 / -10.1
Kohn-Sham gap (alpha / beta), Eh: 0.18040 / 0.19863
F_max, Eh/bohr: 0.08493

The geometry in ORCA input format:
```
! wB97M-V def2-TZVPD RIJCOSX def2/J DEFGRID3
* xyz 1 2
Re 1.24194 -0.93265 -0.19320
C -0.57126 -3.70125 4.28150
C -0.63606 -3.53505 2.76050
C -1.57826 -2.43195 2.35930
C -2.94256 -2.66215 2.49360
C -3.87536 -1.70785 2.14110
C -3.44556 -0.50295 1.62540
C -2.09336 -0.23265 1.47460
C -1.73346 1.13615 0.97210
C -1.70256 2.14335 2.12200
C -1.14546 -1.19675 1.84580
N 0.24874 -0.96975 1.65840
C 1.02334 -0.93355 2.72320
C 2.40514 -0.96685 2.50000
C 3.56754 -1.12925 3.27520
C 4.60574 -1.34435 2.38110
C 4.06414 -1.30175 1.09340
N 2.75874 -1.05275 1.16360
H 0.05644 -4.54945 4.53900
H -1.56286 -3.87225 4.69320
H -0.16166 -2.81635 4.76220
H -1.00396 -4.46975 2.32790
H 0.36464 -3.35745 2.36200
H -3.27526 -3.60735 2.89690
H -4.92756 -1.89835 2.26970
H -4.15426 0.25785 1.33650
H -2.49466 1.45225 0.25520
H -0.75896 1.13415 0.47070
H -2.68396 2.23675 2.58090
H -1.40176 3.12125 1.74880
H -1.00496 1.81705 2.89020
H 0.59914 -0.93775 3.72070
H 3.63414 -1.10615 4.34590
H 5.63374 -1.51765 2.62970
H 4.55824 -1.42285 0.14720
I 3.55604 -5.28475 -1.56120
C 1.57364 -4.79415 -2.01880
C 0.77024 -5.59735 -2.81630
C -0.54776 -5.26255 -3.04320
I -1.73096 -6.58075 -4.20310
C -1.10796 -4.07455 -2.51880
C -2.44376 -3.66155 -2.66840
C -2.84646 -2.47295 -2.11490
C -1.91566 -1.67035 -1.44570
N -0.66026 -2.02775 -1.27700
C -0.25816 -3.22015 -1.76500
C 1.08444 -3.61095 -1.44870
O 1.78374 -2.90905 -0.64290
H 1.17674 -6.50165 -3.24840
H -3.13896 -4.28505 -3.21000
H -3.86966 -2.14495 -2.19680
H -2.21586 -0.72455 -1.01460
C 1.76184 2.74055 2.25430
Sb 2.14424 1.85065 0.32860
C 4.26534 1.84845 0.73920
C 2.19144 3.77085 -0.76500
C 0.86604 4.40615 -0.88540
C 0.42924 5.24015 0.14170
C -0.80896 5.85145 0.10140
C -1.62976 5.66965 -1.00170
C -1.20516 4.86375 -2.03560
C 0.02224 4.19845 -1.99110
C 0.35724 3.28465 -3.08680
Sb -0.42766 1.23805 -2.68270
C -2.53926 1.76715 -2.86110
C -0.21356 0.61815 -4.74300
H 2.49424 3.53135 2.38620
H 1.89394 1.99775 3.03400
H 0.76734 3.16065 2.31460
H 4.60324 2.88185 0.76680
H 4.83194 1.29855 -0.00390
H 4.41534 1.38945 1.71360
H 2.68574 3.59495 -1.71600
H 2.84614 4.36725 -0.13590
H 1.08714 5.41735 0.97930
H -1.12976 6.47355 0.92060
H -2.59076 6.15575 -1.05370
H -1.82776 4.73755 -2.90780
H 1.41984 3.16805 -3.27080
H -0.15576 3.55205 -4.00600
H -2.69586 2.28195 -3.80030
H -2.84096 2.41415 -2.04450
H -3.14646 0.86765 -2.84700
H -0.68416 1.37495 -5.36620
H -0.70136 -0.33835 -4.90290
H 0.83974 0.52935 -4.99310
F 1.85744 -0.52275 -2.04050
*
```

Results of the Mulliken charge analysis, in e, for atoms 1 through 2: 2.355 -1.294